Record 1
Formula: C8H15Cl2N5Sc
Source: the Open Molecules 2025 dataset
Level of theory: ωB97M-V/def2-TZVPD

Structure (ORCA input):
```
! RIJCOSX wB97M-V def2-TZVPD def2/J DEFGRID3
* xyz -1 1
Sc 0.286 1.227 2.492
Cl -1.536 2.594 2.419
Cl 1.751 1.796 4.120
C 1.470 0.966 0.139
H 1.886 -0.026 -0.180
H 2.178 1.824 -0.096
C -0.424 -0.673 -1.458
C 0.811 -0.855 -2.032
H -0.928 -1.482 -0.931
C 1.430 0.138 -2.954
H 1.350 -1.796 -1.889
C 0.834 1.547 -2.730
H 2.523 0.153 -2.832
H 1.252 -0.147 -4.010
C -0.694 1.512 -2.636
H 1.220 1.914 -1.768
H 1.152 2.243 -3.519
C -1.059 0.671 -1.401
H -1.104 2.524 -2.530
H -1.130 1.058 -3.532
H -0.602 1.184 -0.526
H -2.142 0.643 -1.195
N -2.222 -1.874 4.154
N -1.019 -1.838 3.472
N -0.770 -2.824 2.536
C 0.022 -2.173 1.688
N 0.176 -0.863 1.957
N -0.590 -0.648 3.081
H -2.149 -1.312 4.993
H -2.472 -2.839 4.324
H 0.500 -2.646 0.843
*
```

Results
relative energy (zero: lowest compared OMol25 entry of this formula, charge and spin) = 1.407 eV
LUMO level (alpha / beta) = 3.15 / 3.17 eV
F_max = 3.28 eV/Å
Kohn-Sham gap (alpha / beta) = 6.7 / 5.9 eV
M = 297.1 Da
HOMO energy (alpha / beta) = -3.6 / -2.7 eV



Record 2
Formula: C6H9N
Source: the Open Molecules 2025 dataset
Level of theory: ωB97M-V/def2-TZVPD

Structure (ORCA input):
```
! RIJCOSX wB97M-V def2-TZVPD def2/J DEFGRID3
* xyz 0 1
C -0.415 -1.826 0.074
C -0.452 -0.365 -0.123
C 0.461 0.597 0.232
C 1.567 0.302 1.227
C 0.187 1.812 -0.424
C -1.160 1.396 -1.395
N -1.382 0.137 -0.965
H 0.367 -2.075 0.788
H -0.181 -2.328 -0.875
H -1.375 -2.197 0.441
H 2.367 1.049 1.255
H 2.040 -0.664 1.019
H 1.151 0.241 2.242
H 1.176 2.366 -0.531
H -2.127 1.636 -1.984
H -2.252 -0.383 -1.059
*
```

Results
relative energy (zero: lowest compared OMol25 entry of this formula, charge and spin) = 2.848 eV
LUMO level = 0.95 eV
F_max = 3.42 eV/Å
structure (SMILES) = Cc1cc[nH]c1C
Kohn-Sham gap = 8.2 eV
M = 95.1 Da
HOMO energy = -7.3 eV



Record 3
Formula: C9H31BrN11O6Pb
Source: the Open Molecules 2025 dataset
Level of theory: ωB97M-V/def2-TZVPD

Structure (ORCA input):
```
! RIJCOSX wB97M-V def2-TZVPD def2/J DEFGRID3
* xyz 1 1
Pb 0.035 0.510 -0.411
Br 1.145 2.454 -2.400
C 0.423 -1.814 -3.168
O -0.094 -1.396 -2.095
N 1.124 -1.070 -3.963
N 0.301 -3.034 -3.531
H 0.974 -0.071 -3.975
H 1.264 -1.438 -4.893
H 0.810 -3.310 -4.359
H -0.114 -3.810 -3.036
C 2.379 2.130 1.896
O 1.482 1.395 1.461
N 2.262 3.451 2.004
N 3.366 1.756 2.706
H 3.054 3.940 2.395
H 1.417 3.877 1.650
H 4.126 2.305 3.081
H 3.456 0.759 2.838
C 3.604 -0.257 -0.538
O 2.441 -0.294 -0.584
N 4.376 -0.834 0.341
N 4.280 0.405 -1.447
H 5.382 -0.748 0.301
H 3.947 -1.280 1.139
H 3.622 0.857 -2.065
H 5.213 0.682 -1.178
C 0.753 -2.821 0.926
O 0.179 -1.769 0.818
N 1.148 -3.614 -0.019
N 1.146 -3.286 2.071
H 0.809 -3.419 -0.950
H 1.529 -4.539 0.119
H 1.556 -4.209 2.051
H 0.860 -2.899 2.959
C -3.040 0.323 -2.263
O -2.080 0.598 -1.570
N -3.010 -0.472 -3.267
N -4.208 0.744 -2.189
H -2.134 -0.917 -3.497
H -3.867 -0.740 -3.730
H -4.443 1.570 -1.657
H -4.855 0.316 -2.836
C -1.849 3.073 2.884
C -1.636 1.822 1.983
C -2.798 0.817 1.993
O -2.445 -0.353 1.174
C -3.389 -1.445 1.171
N -1.420 2.310 0.618
H -2.523 3.885 2.614
H -0.887 3.537 3.098
H -2.180 2.621 3.819
H -0.731 1.294 2.284
H -3.663 1.315 1.555
H -3.074 0.553 3.014
H -3.897 -1.645 2.114
H -2.827 -2.375 1.079
H -4.132 -1.266 0.394
H -0.865 3.139 0.775
H -2.299 2.687 0.294
*
```

Results
relative energy (zero: lowest compared OMol25 entry of this formula, charge and spin) = 3.820 eV
LUMO level = -1.79 eV
F_max = 8.76 eV/Å
Kohn-Sham gap = 8.0 eV
M = 676.5 Da
HOMO energy = -9.8 eV



Record 4
Formula: C55H138As3F18N8O6
Source: the Open Molecules 2025 dataset
Level of theory: ωB97M-V/def2-TZVPD

Structure (ORCA input):
```
! RIJCOSX wB97M-V def2-TZVPD def2/J DEFGRID3
* xyz 5 1
C -0.088 4.357 1.033
C -1.398 3.632 1.356
N -2.469 3.858 0.268
C -1.990 3.312 -1.126
C -3.714 3.077 0.689
C -4.884 3.150 -0.277
C -2.744 5.386 0.019
C -3.343 6.196 1.127
O -3.676 7.582 0.864
C -2.512 8.427 0.917
H 0.442 3.718 0.326
H 0.559 4.382 1.910
H -0.287 5.344 0.613
H -1.814 4.045 2.275
H -1.261 2.595 1.662
H -2.709 3.547 -1.912
H -2.041 2.226 -1.212
H -1.030 3.770 -1.361
H -3.875 3.343 1.734
H -3.308 2.065 0.705
H -5.324 4.136 -0.125
H -5.733 2.480 -0.144
H -4.719 2.986 -1.342
H -3.438 5.276 -0.815
H -1.908 5.897 -0.460
H -2.796 6.064 2.061
H -4.344 5.779 1.239
H -3.055 9.359 1.072
H -2.020 8.473 -0.055
H -1.844 8.239 1.758
C 0.468 -3.900 -3.549
N 1.859 -3.711 -4.188
C 1.700 -4.054 -5.716
C 2.138 -2.159 -4.161
C 3.063 -4.558 -3.586
C 4.469 -4.019 -3.729
O 4.734 -3.790 -5.081
H 0.493 -3.500 -2.535
H 0.100 -4.923 -3.476
H -0.229 -3.228 -4.049
H 2.646 -3.814 -6.203
H 0.851 -3.414 -5.954
H 1.448 -5.112 -5.643
H 1.304 -1.714 -4.703
H 3.063 -2.020 -4.721
H 2.290 -1.641 -3.214
H 2.896 -5.582 -3.921
H 2.788 -4.631 -2.534
H 5.297 -4.533 -3.240
H 4.598 -3.068 -3.214
H 4.788 -4.646 -5.512
C -1.950 -1.598 6.796
N -2.920 -2.391 5.897
C -2.298 -3.799 5.523
C -4.229 -2.647 6.765
C -3.332 -1.635 4.591
C -2.233 -1.141 3.662
O -1.256 -2.171 3.334
H -2.444 -0.659 7.043
H -1.038 -1.260 6.303
H -1.681 -2.208 7.658
H -1.225 -3.686 5.365
H -2.793 -4.108 4.603
H -2.555 -4.517 6.302
H -3.908 -3.075 7.715
H -4.994 -3.235 6.258
H -4.678 -1.695 7.049
H -3.819 -0.745 4.988
H -4.101 -2.221 4.089
H -1.670 -0.390 4.215
H -2.615 -0.686 2.749
H -0.612 -1.757 2.755
C -5.356 -4.035 -0.515
N -4.074 -3.314 -0.526
C -3.381 -3.468 0.857
C -3.234 -3.977 -1.562
C -4.141 -1.822 -0.842
C -4.879 -0.922 0.211
O -6.278 -1.260 0.071
H -5.331 -5.118 -0.397
H -5.624 -3.690 -1.514
H -5.882 -3.758 0.398
H -3.059 -4.508 0.905
H -4.076 -3.316 1.683
H -2.484 -2.865 0.992
H -3.365 -3.507 -2.536
H -3.524 -5.028 -1.573
H -2.195 -3.838 -1.262
H -4.527 -1.638 -1.845
H -3.127 -1.435 -0.946
H -4.667 0.111 -0.063
H -4.543 -1.085 1.235
H -6.696 -0.934 0.871
C -3.598 0.395 -6.800
N -3.337 1.171 -5.505
C -2.190 2.150 -5.748
C -4.679 1.850 -5.192
C -3.027 0.286 -4.239
C -1.658 -0.496 -4.336
O -1.587 -1.324 -5.490
H -2.707 -0.126 -7.152
H -3.870 1.001 -7.664
H -4.413 -0.280 -6.539
H -1.820 2.560 -4.808
H -2.487 2.886 -6.496
H -1.383 1.596 -6.227
H -4.592 2.499 -4.321
H -5.472 1.103 -5.226
H -4.849 2.446 -6.089
H -3.894 -0.362 -4.114
H -3.045 1.007 -3.422
H -1.513 -1.228 -3.541
H -0.747 0.098 -4.407
H -2.321 -1.944 -5.485
C 1.394 1.229 6.497
N 1.647 1.645 5.020
C 0.619 0.884 4.147
C 1.305 3.126 4.970
C 3.131 1.503 4.484
C 3.538 0.078 4.247
O 4.046 -0.470 5.457
H 1.575 0.156 6.434
H 0.338 1.302 6.759
H 2.060 1.765 7.172
H 0.935 1.244 3.168
H -0.382 1.218 4.418
H 0.779 -0.171 4.373
H 0.242 3.087 5.205
H 1.407 3.377 3.914
H 1.993 3.674 5.613
H 3.702 2.029 5.249
H 3.210 2.050 3.545
H 4.333 0.049 3.502
H 2.809 -0.487 3.666
H 4.969 -0.557 5.207
C -0.381 -7.250 -0.676
C -0.124 -5.821 -0.177
C 1.204 -5.634 0.619
C 1.711 -4.175 0.737
N 3.147 -3.917 1.262
C 3.595 -2.451 1.169
C 4.457 -2.385 -0.104
C 5.161 -3.749 -0.076
C 4.087 -4.770 0.341
C 3.283 -4.405 2.691
C 2.273 -3.759 3.688
C 2.672 -4.017 5.153
H -1.394 -7.334 -1.071
H -0.202 -8.000 0.094
H 0.203 -7.459 -1.572
H -0.997 -5.567 0.424
H -0.143 -5.145 -1.032
H 1.975 -6.236 0.137
H 1.057 -6.025 1.626
H 0.953 -3.583 1.250
H 1.838 -3.767 -0.266
H 4.281 -2.231 1.987
H 2.745 -1.771 1.226
H 5.212 -1.599 -0.115
H 3.869 -2.336 -1.021
H 5.987 -3.854 0.627
H 5.638 -4.082 -0.998
H 4.518 -5.686 0.747
H 3.647 -5.006 -0.628
H 4.300 -4.153 2.992
H 3.264 -5.493 2.626
H 1.259 -4.105 3.489
H 2.199 -2.703 3.429
H 3.676 -3.641 5.347
H 2.513 -5.092 5.232
H 1.983 -3.663 5.920
C 4.504 4.733 1.652
C 3.589 3.807 0.859
C 3.594 3.898 -0.675
C 2.760 2.822 -1.403
N 3.147 2.615 -2.852
C 3.083 3.956 -3.591
C 2.596 3.564 -5.025
C 1.559 2.482 -4.720
C 2.151 1.633 -3.581
C 4.612 1.910 -3.072
C 4.811 0.627 -2.298
C 6.044 -0.194 -2.792
H 5.520 4.339 1.692
H 4.151 4.980 2.653
H 4.625 5.717 1.199
H 2.572 3.971 1.218
H 3.883 2.780 1.073
H 4.648 3.783 -0.926
H 3.344 4.930 -0.921
H 1.714 3.130 -1.415
H 2.853 1.961 -0.741
H 3.990 4.561 -3.548
H 2.338 4.603 -3.127
H 3.412 3.318 -5.704
H 2.199 4.473 -5.476
H 1.278 1.932 -5.618
H 0.661 3.032 -4.438
H 2.722 0.776 -3.940
H 1.453 1.214 -2.857
H 5.318 2.620 -2.641
H 4.831 1.905 -4.140
H 3.941 -0.018 -2.422
H 4.840 0.824 -1.226
H 6.810 0.445 -3.231
H 5.732 -0.856 -3.599
H 6.319 -0.824 -1.946
As -0.559 6.736 -3.395
F 0.236 5.612 -2.262
F 1.056 7.453 -3.699
F -1.249 7.757 -4.684
F -2.214 6.047 -3.063
F -0.861 7.989 -2.160
F -0.325 5.428 -4.667
As -3.368 2.691 5.229
F -2.097 3.924 4.921
F -2.157 1.835 6.192
F -4.648 1.468 5.579
F -4.538 3.503 4.087
F -2.848 1.763 3.808
F -3.987 3.643 6.590
As -0.090 -0.262 -0.193
F -0.760 0.392 -1.745
F -1.623 0.078 0.602
F 0.401 -0.998 1.349
F 1.473 -0.701 -0.985
F 0.549 1.296 0.225
F -0.564 -1.916 -0.646
*
```

Results
LUMO level = -10.22 eV
F_max = 3.70 eV/Å
Kohn-Sham gap = 7.0 eV
M = 1574.5 Da
HOMO energy = -17.2 eV



> Look up the M of the fourth one.

1574.5 Da



> Number 2 is which compound?

C6H9N



> The lowest M belongs to which entry?

C6H9N